Entry 1:
Computed, not measured: C6H12N2O2 as an isolated structure in a non-equilibrium geometry, with wB97M-V/def2-TZVPD.

Values from the calculation:
HOMO level = -9.513 eV
Gap between HOMO and LUMO = 10.25 eV
Calculated total energy = -13489.2799 eV
E_LUMO = 0.737 eV
2S+1 = 1
Energy relative to the best compared isomer or geometry (same formula, charge and spin) = 3.1464 eV

Geometry (Å):
C -0.5949 -1.9149 -0.4110
C -0.0120 0.5132 0.3015
H -0.2886 -2.9350 -0.1389
O -2.4439 0.7006 0.7016
C -1.4198 0.9001 -0.0375
H 0.4754 2.5153 1.8620
C 1.8359 -1.2782 -0.1862
H -3.0644 0.9031 -0.6869
H -0.7468 -0.6199 1.8378
C 0.9458 1.6808 0.1683
N 0.1622 -0.3429 1.4687
H -1.1855 1.3381 -1.9375
N -1.8873 1.0419 -1.2687
O 0.5103 2.7827 0.9379
C 0.4027 -0.9214 0.1473
H 2.5575 -0.7173 0.4174
H 1.9978 -2.3496 0.0015
H 2.0404 -1.0856 -1.2491
H 1.9519 1.3682 0.4789
H 0.9961 2.0253 -0.8729
H -0.6228 -1.8458 -1.5077
H -1.6101 -1.7588 -0.0263

***

Entry 2:
Computed, not measured: a 2-piece molecular cluster, C4H8O2 overall, with wB97M-V/def2-TZVPD.

Values from the calculation:
HOMO level = -10.104 eV
SMILES string = CC(C=O)C=O.[H][H]
Gap between HOMO and LUMO = 10.51 eV
Calculated total energy = -8370.9957 eV
E_LUMO = 0.404 eV
2S+1 = 1
Energy relative to the best compared isomer or geometry (same formula, charge and spin) = 2.2861 eV

Geometry (Å):
C -0.7402 -0.0774 0.2885
H 2.5088 -0.3486 -0.5189
H 0.0993 -1.6730 1.6111
C -0.5953 1.4150 0.0490
H -0.7759 -1.9920 -0.8645
C -0.5748 -0.9050 -0.9785
H -1.7363 -0.3371 0.6841
H -1.2367 1.7348 -0.7763
H -0.8675 1.9750 0.9481
O -0.2354 -0.4476 -2.0403
H 0.4376 1.6622 -0.2054
O 1.1966 0.0127 1.7230
C 0.2641 -0.6202 1.2964
H 2.2558 -0.3989 -1.2163

***

Entry 3:
Computed, not measured: one molecule with the formula C5H11O6 in a non-equilibrium geometry, with wB97M-V/def2-TZVPD.

Values from the calculation:
HOMO level (spin up / spin down) = -7.478 / -9.794 eV
Gap between HOMO and LUMO (spin up / spin down) = 8.00 / 10.24 eV
Calculated total energy = -17638.7340 eV
E_LUMO (spin up / spin down) = 0.521 / 0.443 eV
2S+1 = 2
Energy relative to the best compared isomer or geometry (same formula, charge and spin) = 2.8511 eV

Geometry (Å):
C -1.2531 -1.1430 0.6523
H -0.8679 0.4386 -2.3393
H 1.0406 1.4066 1.5888
O 2.7474 1.7574 0.4395
O -1.3477 -2.4229 0.3355
H -1.3621 -0.9023 1.6770
H 1.4888 -1.7516 1.3795
H -2.0973 -0.7012 -1.6527
H -0.4027 -2.7202 0.3026
H 0.8570 2.4213 0.0559
H -3.1392 1.4470 0.3472
H 2.9456 2.5757 0.9152
C -0.5782 -0.0980 -0.2281
O -1.2310 1.0531 0.3135
O 1.6829 -2.0042 0.4285
C 1.3470 1.5631 0.5432
O -2.6314 0.6131 0.3821
C -1.0230 -0.4301 -1.6841
O 2.0870 -0.5866 0.0300
H 1.1515 0.4932 -1.2611
C 0.9839 0.2641 -0.1993
H -0.3980 -1.2729 -2.0261

***

Entry 4:
Computed, not measured: C4H3N3O2 as an isolated structure in a non-equilibrium geometry, with wB97M-V/def2-TZVPD.

Values from the calculation:
HOMO level = -9.053 eV
Gap between HOMO and LUMO = 9.23 eV
Calculated total energy = -12757.3041 eV
E_LUMO = 0.178 eV
2S+1 = 1
Energy relative to the best compared isomer or geometry (same formula, charge and spin) = 3.4828 eV

Geometry (Å):
N 0.0754 1.9465 -0.0859
H -1.5857 -2.2519 -0.0303
H 2.3407 -1.3664 0.6534
C -0.2593 -0.4142 -0.1407
N 1.0099 -0.1222 -0.0184
C -1.3597 -1.2127 0.0168
O -2.5138 -0.4520 -0.0739
C 1.1317 1.2631 0.0058
O 2.1323 -0.9364 -0.2347
N -2.1795 0.9106 -0.0862
H 2.0894 1.7198 0.1034
C -0.8814 0.9157 -0.1093

***

Entry 5:
Computed, not measured: a 6-piece molecular cluster, C44H85N2O17PS overall, with wB97M-V/def2-TZVPD.

Values from the calculation:
HOMO level = -9.353 eV
SMILES string = CCCCCCCCCCCCC[C@@](C#N)(P(O)O)[C@@](S)(C#N)CCCCCCC.CCOC(=O)OC.CCOC(=O)OC.CCOC(=O)OC.CCOC(=O)OC.CCOC(=O)OC
Gap between HOMO and LUMO = 9.72 eV
Calculated total energy = -104919.6536 eV
E_LUMO = 0.363 eV
2S+1 = 1

Geometry (Å):
H 2.2168 6.8751 4.2223
C -6.4830 -2.7045 -2.0731
H 6.6005 -4.3038 1.2491
H 6.4126 -1.3790 0.3658
H 0.4299 -5.2738 -4.8754
H 1.9967 -0.1916 0.7077
H -5.0985 -3.7127 -0.7306
O 6.7104 2.1161 5.5312
H 9.0977 1.3458 6.4157
H 3.5832 -0.5532 -1.7210
C 1.9698 -2.9219 -4.2714
C 3.0320 5.0812 2.6379
H -6.4021 1.5150 3.1964
N -8.2407 -0.0446 2.3648
C -4.2765 1.0212 1.8667
H 4.9054 -4.7083 1.3159
H 6.0793 -3.5960 -0.8464
H -1.8989 1.5352 -2.2693
H -7.0488 0.3715 -1.0454
O 2.8917 -2.4586 -3.4274
H 0.0142 6.6170 2.1049
H -7.6742 -1.1450 -0.4733
C 9.5434 -2.3459 -7.0129
C -6.0519 -3.9060 -1.2253
H 5.3593 4.1069 2.0822
C 4.2997 -0.8606 0.3022
H -0.2559 -2.9425 -5.4714
C -5.2945 1.0784 0.8266
H -7.5696 -2.5939 -2.0357
H -8.3930 2.1860 1.1530
H 4.9589 0.0257 4.9990
H -5.3116 -6.0315 -0.1363
H 9.9298 2.8234 3.8681
O 7.9263 -0.4523 -5.0840
O 1.8554 5.0730 3.2601
C 0.8008 7.1770 2.6119
H -3.5207 0.1095 -1.7424
H -5.3167 -5.0032 -2.9273
H -12.8839 6.4848 2.6320
C 8.6729 0.4793 -2.7341
H 3.5937 -1.5664 0.7404
S -5.2224 -1.6961 1.5029
C 4.5234 3.6888 1.5253
C -6.7496 -0.5837 -0.6162
H -0.9229 1.5647 0.6110
C -11.1290 1.9261 3.0733
O -7.6813 2.3689 0.5187
O 3.2986 3.8344 2.2462
H -0.7246 0.1867 -0.4705
C -12.3387 3.8616 2.5860
H -5.7844 -0.7269 -2.5154
C -0.3307 -3.3018 -4.4455
H 9.4350 -1.2666 -7.1098
C 0.3815 1.9368 -1.0811
C -0.8399 1.2733 -0.4389
O 2.1776 -3.3572 -5.3729
H 9.3156 -2.8029 -7.9757
H 4.3689 -3.4913 -0.5624
H 4.2993 -2.7557 2.4958
H -9.6400 3.4324 3.5069
H 4.0659 0.9263 -0.8540
H 9.2604 1.1916 -3.3109
H -11.4004 0.9279 3.4098
H 8.7527 3.4096 5.0415
H 10.2173 0.7207 5.2044
H 5.6310 -3.4760 3.3667
H 4.5311 -3.6270 -3.9178
H 7.5774 -2.6484 -6.1584
O 3.7426 6.0371 2.4676
C -3.3125 0.7001 -0.8510
C -5.8984 -5.2028 -2.0244
H 1.4927 1.9972 0.7525
H 8.9351 0.5596 -1.6832
H -5.3065 1.4334 -1.3306
H -5.5469 -7.2601 -1.3630
H -2.3688 2.6649 -1.0176
H 0.3746 8.0972 3.0112
H -14.6173 6.1155 2.4915
H 0.6450 6.1210 4.4805
C -6.1680 -0.2774 0.7862
C -5.8811 -1.3531 -1.6253
O 0.7805 -2.8148 -3.6788
O 8.9864 -0.8582 -3.1343
C 8.5661 -1.1701 -4.3595
H 8.7070 -3.9721 -5.8786
H 5.8829 -2.0263 2.3714
H 1.4335 -0.3954 -0.9272
H -0.4568 -5.1524 -3.3559
H -6.2275 -2.8697 -3.1205
H 4.4520 4.1668 0.5492
H 10.5823 -2.5599 -6.7596
H 1.5575 7.4397 1.8737
H -3.3968 -6.8825 -2.3074
H 0.1843 3.0032 -1.2036
C -0.4286 -4.8106 -4.3906
H 4.3504 -2.1527 -4.9014
C -2.1239 1.6165 -1.2037
H 4.6775 2.6204 1.3955
H -3.0272 -0.0148 -0.0793
O -11.5139 4.2354 1.7919
H 0.5155 1.4656 -2.0602
H 10.6428 2.1611 6.1463
C 5.5173 -1.6739 -0.1820
C 3.5590 -0.0362 -0.7659
C -5.1430 -6.2630 -1.1915
H -9.1005 1.7671 3.7437
C 7.0115 1.6745 4.4539
C 9.1901 2.5130 4.6036
H 7.6127 0.6889 -2.8575
C 4.9042 0.7326 4.1726
C 5.3663 -2.9827 2.4323
H -6.2767 -2.3614 1.9884
C 5.6002 -3.8714 1.2114
H 4.6160 -0.1791 1.0950
N -3.4195 0.9808 2.6326
H -10.9140 1.8693 2.0064
H -3.2846 -5.2298 -1.6328
H -3.1020 -6.6653 -0.6003
H 2.4815 2.3016 -0.6566
O 8.1921 1.8059 3.8502
H -1.2081 -2.8438 -3.9909
C -7.3295 -0.1510 1.6713
H 4.8670 -2.0378 -3.2090
C -4.6095 1.4676 -0.4964
H 4.4269 1.6530 4.5018
H 4.3210 0.2951 3.3670
C -3.6342 -6.2459 -1.4547
O 8.9712 -2.4074 -4.6395
C -13.6150 5.7731 2.2520
H -4.8687 -1.5251 -1.2667
C 5.3354 -3.1917 -0.1532
C -9.9438 2.4456 3.8561
H 5.7044 -1.3874 -1.2223
C 8.6186 -2.8896 -5.9460
H -6.8020 -4.0814 -0.4509
H -6.8765 -5.6015 -2.2956
C 2.1006 0.2026 -0.3037
C 1.6626 1.6855 -0.2811
C 9.8250 1.6320 5.6572
H -13.5078 5.6723 1.1745
O -6.6502 2.3882 2.8620
H -4.3404 2.5201 -0.3818
O -13.4605 4.5091 2.9016
O -12.3022 2.7291 3.2831
O 6.2093 0.9837 3.6433
P -6.2779 2.6760 1.3056
C 4.2351 -2.5787 -3.9076
C 1.3986 6.3510 3.7298
H -1.3337 -5.1479 -4.8963
H -10.1927 2.5297 4.9147

***

Entry 6:
Computed, not measured: C25H26N2O2S4SbSiW as an isolated structure in a non-equilibrium geometry, with wB97M-V/def2-TZVPD.

Values from the calculation:
Net charge = +1
HOMO level = -11.359 eV
Gap between HOMO and LUMO = 6.16 eV
Calculated total energy = -93003.8203 eV
E_LUMO = -5.196 eV
2S+1 = 1
Energy relative to the best compared isomer or geometry (same formula, charge and spin) = 1.0937 eV

Geometry (Å):
H -0.3345 -3.5757 0.5918
C -0.6411 -3.8690 1.5883
H -4.6367 2.2565 4.5923
C 0.1676 5.6149 -0.0441
C 0.2170 2.9121 0.5380
H -4.0816 -4.6832 1.7121
H -3.9208 -4.3218 -1.5006
H -6.0504 0.2440 4.3652
H -1.7202 0.4924 2.0411
C 1.2929 5.0427 0.5475
H -5.6525 -1.5483 0.2520
H -2.6018 -3.1498 -1.4163
C -2.6907 0.4362 2.5197
C -3.7964 1.7945 -1.4812
C 0.1158 -4.8264 2.2492
C -0.8855 3.4521 -0.1020
O -1.7395 -1.2017 0.2892
C -5.0974 -2.1703 -0.4551
H -4.7866 1.8472 -1.8975
Si -2.8495 -2.0946 1.2959
N -1.7917 1.2219 -0.7036
W -0.2554 -0.1186 0.1599
H 0.1432 6.6745 -0.2573
C -5.1038 0.3018 3.8433
C -2.1227 -3.7392 3.4671
S 0.9144 -0.9318 1.8852
H -5.3758 -4.7340 0.5131
C -3.0927 1.5045 3.3019
C -4.7760 -4.0666 1.1398
C -1.3627 -4.6884 4.1394
H -1.7731 5.2671 -0.8555
C 1.3184 3.6917 0.8553
H 2.1660 3.2366 1.3478
C -1.7714 -3.3041 2.1847
C -2.9582 0.7565 -1.2909
N -3.1296 2.9067 -1.0031
H -5.3335 -1.6265 2.9534
S 1.0294 0.6578 -1.7288
C -3.4717 -0.7097 2.3583
C -0.9132 4.8195 -0.3708
H -5.8193 -2.8097 -0.9732
H 0.3526 -5.9741 4.0471
H -1.6451 -5.0020 5.1361
C -4.6908 -0.7567 3.0419
H -4.6589 -1.5142 -1.2080
H 0.9891 -5.2471 1.7671
C -1.9242 2.5361 -0.5478
C -3.2344 -3.8117 -0.8175
S 0.1952 -1.2158 -1.8775
H 2.1535 5.6578 0.7757
Sb 2.8467 -0.2289 0.2994
S 3.3544 -2.2392 -0.4041
H -5.4566 -3.5815 1.8461
H -2.5933 -4.5705 -0.3649
C -4.3104 1.4324 3.9702
O 0.1842 1.6128 0.8992
H -2.4613 2.3791 3.4009
H -3.4867 3.8472 -0.9920
C -4.0476 -3.0461 0.2395
H -3.0003 -3.3276 3.9589
C -0.2406 -5.2314 3.5285
H -3.0788 -0.2784 -1.5431

***

Entry 7:
Computed, not measured: C49H36F3IrOP2S as an isolated structure in a non-equilibrium geometry, with wB97M-V/def2-TZVPD.

Values from the calculation:
Net charge = +3
HOMO level (spin up / spin down) = -15.029 / -16.012 eV
Gap between HOMO and LUMO (spin up / spin down) = 6.48 / 4.41 eV
Calculated total energy = -93820.9521 eV
E_LUMO (spin up / spin down) = -8.548 / -11.601 eV
2S+1 = 6
Energy relative to the best compared isomer or geometry (same formula, charge and spin) = 0.7289 eV

Geometry (Å):
H 0.9628 2.5584 0.4189
H -4.2090 2.4603 0.3244
H -1.2100 -8.0153 1.1414
F 1.9898 1.1379 2.2296
C 0.3076 3.4167 0.3082
H -0.3796 -0.9608 4.7600
C -0.4176 -3.4878 -0.3720
C -2.2833 -3.0148 2.9305
H -2.5260 -2.2620 3.6631
C -1.4759 -0.0905 3.1712
C -1.1472 -3.6186 0.8499
C 2.7707 -1.0900 -1.7080
C -4.0896 1.7218 5.9935
H 2.2474 -4.1639 -0.3542
P -1.6005 1.4672 0.0615
S -0.5219 -1.1135 2.0082
H -3.2439 -2.5650 -4.4961
H -3.3801 2.6502 -4.3717
C -4.5544 0.1596 -2.4026
C 4.1496 -3.3460 -0.8975
C -3.9436 2.1244 1.3170
C -3.0467 1.0441 5.1834
C -3.4588 1.9888 -3.5240
H -3.3536 -4.5301 4.0145
H -1.8017 2.8712 -2.4867
C -1.9526 0.2722 5.5391
C -2.7582 -4.3082 3.1436
H -3.7548 -0.3793 -0.4849
H -2.9580 4.1842 -0.2277
C 2.7667 -3.3254 -0.7888
C -2.7093 1.2869 -1.3573
C 4.1479 -1.1204 -1.8058
H -4.6196 1.0146 6.6367
H 0.3504 -4.4867 -2.0958
C -2.7700 1.3731 1.4732
H -2.0076 6.4309 -0.2234
H -5.3240 -0.5966 -2.3859
C -0.3386 -2.0532 -2.8370
C -0.0313 -1.7751 -5.2049
C 0.4905 -1.7759 -3.9228
C -1.9727 -7.2563 0.9385
H -3.6406 2.4494 6.6766
H -0.4146 -6.7314 -1.5026
H 0.6148 -1.5673 -6.0445
H -3.7104 -6.9732 2.2576
H -2.3403 -2.5270 -2.2024
C -2.3904 -5.2861 2.2402
Ir 0.3771 0.1116 0.0831
C -4.4205 2.1091 3.6487
C -3.2777 1.3049 3.8179
H -6.0448 2.0052 5.0292
H -5.1519 0.9397 -4.3043
H -5.6720 3.0654 2.1766
H 5.9148 -2.2816 -1.4781
C -4.4531 1.0210 -3.4872
F 3.1534 1.3369 0.4036
C 2.2640 0.5460 1.0382
O 0.6545 -1.5592 2.7169
C -1.3741 -2.0584 -5.4105
C -1.6267 -4.9255 1.1128
C -2.2025 -2.3350 -4.3308
C -1.6953 -2.3223 -3.0459
H -1.7724 -2.0736 -6.4130
C -2.5761 2.1175 -2.4672
C -3.6801 0.2804 -1.3409
H -2.2152 -7.2170 3.1178
C -1.3715 -6.0564 0.3093
H -1.6987 0.0866 6.5703
C -0.1985 -4.6183 -1.1714
H 2.2259 -0.1858 -1.9884
C 2.0733 -2.2045 -1.2247
H 4.6903 -4.2218 -0.5713
C -1.2021 -0.3038 4.5149
C -2.6412 -6.7473 2.2257
H 1.9032 4.8248 0.4519
H 1.5428 -1.5824 -3.7781
C -0.6393 -5.8976 -0.8547
C 0.8414 4.6901 0.3160
C -2.4631 0.8374 2.7592
C 4.8378 -2.2574 -1.4068
C -1.4802 -2.6740 1.8579
H -5.1187 3.4699 5.1389
F 2.8992 -0.6080 1.3155
C -1.3574 5.5848 -0.0663
C -5.0230 2.3934 4.9716
C -1.8988 4.3106 -0.0662
C -4.7858 2.4787 2.3636
H -2.6880 -7.7383 0.2659
H 4.6766 -0.2581 -2.1761
C 0.0004 5.7786 0.1405
C -1.0569 3.2149 0.1131
H 0.4044 6.7784 0.1689
P 0.2714 -1.9658 -1.1146